*w*
Entry from the Open Molecules 2025 dataset: a 2-piece molecular cluster, C6H9NO overall (wB97M-V/def2-TZVPD).

E_LUMO: 0.8 eV
2S+1: 1
highest occupied orbital energy: -8.14 eV
gap between HOMO and LUMO: 8.928 eV
structure (SMILES): C=Cc1cc[nH]c1.O

Element x y z (Å)
1 C -0.716 1.929 0.560
2 C -2.079 1.968 0.482
3 N -2.483 0.983 -0.377
4 C -1.390 0.266 -0.789
5 C -0.274 0.844 -0.250
6 C 1.129 0.485 -0.485
7 C 1.544 -0.351 -1.428
8 H -0.162 2.595 1.196
9 H -2.806 2.651 0.895
10 H -3.411 0.599 -0.435
11 H -1.450 -0.559 -1.485
12 H 1.816 1.088 0.095
13 H 2.592 -0.586 -1.558
14 H 0.883 -0.948 -2.040
15 H 2.336 -3.871 2.123
16 H 3.459 -3.722 1.152
17 O 3.077 -4.365 1.758

*x*
Entry from the Open Molecules 2025 dataset: C6H9NO as an isolated structure (wB97M-V/def2-TZVPD).

E_LUMO: 1.0 eV
2S+1: 1
highest occupied orbital energy: -9.23 eV
gap between HOMO and LUMO: 10.240 eV

Element x y z (Å)
1 C 0.081 2.026 0.107
2 C -0.108 0.511 0.052
3 C -0.785 -0.406 1.032
4 C 0.253 -1.405 0.484
5 C -0.049 -1.532 -0.983
6 C -0.340 -0.172 -1.331
7 H 0.952 2.311 -0.509
8 H 0.619 2.253 1.084
9 H -0.783 2.612 -0.142
10 H -1.772 -0.721 0.816
11 H -0.614 -0.119 2.094
12 H 0.477 -2.186 1.053
13 H 1.651 0.102 1.273
14 H 0.446 -2.258 -1.663
15 H -0.017 0.370 -2.214
16 N 1.284 -0.225 0.338
17 O -1.297 -1.163 -1.492

*y*
Entry from the Open Molecules 2025 dataset: one molecule with the formula C6H9NO (wB97M-V/def2-TZVPD).

E_LUMO (spin up / spin down): -0.4 / -0.5 eV
2S+1: 1
highest occupied orbital energy (spin up / spin down): -7.22 / -7.11 eV
gap between HOMO and LUMO (spin up / spin down): 6.862 / 6.634 eV

Element x y z (Å)
1 C 1.275 0.942 -0.398
2 C 1.819 -0.041 0.557
3 C -1.784 1.378 -0.005
4 C -0.321 -1.196 -0.072
5 C -0.893 0.252 -0.406
6 C 1.048 -1.273 0.267
7 O -1.078 -2.230 0.488
8 N -1.027 -0.642 -1.291
9 H -1.578 -2.652 -0.224
10 H 1.518 0.810 -1.443
11 H 0.967 1.929 -0.081
12 H 1.497 -2.258 0.346
13 H 1.736 0.269 1.605
14 H 2.884 -0.239 0.371
15 H -1.276 2.082 0.653
16 H -2.141 1.899 -0.896
17 H -2.647 0.969 0.527

It turns out *w* is the most stable, with the second structure 63.5 kcal/mol higher.